[1]
Molecular formula: H12NaO6
Method: DFT, ωB97M-V/def2-TZVPD

Frontier orbital gap in eV: 9.2
Total charge: +1
Energy relative to the best compared isomer or geometry (same formula, charge and spin) in kcal/mol: 66.3
E in Ha: -620.712644

Atoms and positions in Å:
Na 0.08213 0.25508 -0.36275
O -3.27218 -1.13512 2.62950
H -3.44258 -0.35545 3.15798
H -4.07635 -1.65009 2.69528
O 0.15209 3.78499 2.72392
H 0.71128 4.27394 3.32762
H -0.56334 3.45914 3.26999
O -0.17396 -4.51818 -1.57936
H -0.65726 -4.99885 -0.90735
H -0.40666 -4.95315 -2.39966
O 3.15914 1.94557 -3.48188
H 3.41775 1.35104 -4.18608
H 3.62635 2.75929 -3.67110
O 3.50955 -1.56112 3.38002
H 3.16012 -2.44696 3.47720
H 3.79454 -1.31761 4.26076
O -2.98434 1.72614 -3.72215
H -3.72618 1.42910 -4.24911
H -2.31010 1.95224 -4.36285

Force components x, y, z for each atom (eV/Å):
Na 0.0 0.0 0.0
O 0.3 0.1 -0.2
H -0.1 0.2 0.2
H -0.2 -0.2 0.0
O 0.0 -0.2 -0.3
H 0.2 0.2 0.1
H -0.2 0.0 0.2
O 0.1 0.4 0.1
H -0.1 -0.2 0.2
H 0.0 -0.1 -0.3
O -0.3 -0.1 0.3
H 0.1 -0.2 -0.2
H 0.1 0.3 0.0
O -0.1 0.2 -0.3
H 0.0 -0.3 0.0
H 0.1 0.1 0.2
O 0.2 -0.1 0.4
H -0.3 -0.1 -0.1
H 0.1 0.1 -0.2

---

[2]
Molecular formula: H12NaO6
Method: DFT, ωB97M-V/def2-TZVPD

Frontier orbital gap in eV: 11.3
Total charge: +1
Energy relative to the best compared isomer or geometry (same formula, charge and spin) in kcal/mol: 161.1
E in Ha: -620.561607

Atoms and positions in Å:
Na 18.29466 16.13167 11.27337
O 18.56134 17.08071 12.65535
H 18.11097 17.91357 12.79589
H 18.90025 16.84255 13.51829
O 19.35599 17.46259 10.56144
H 19.08279 18.14000 9.94280
H 20.12455 17.06222 10.15495
O 20.01440 15.31587 11.65584
H 20.36892 14.58630 12.16406
H 20.62715 16.03513 11.80894
O 16.71782 15.89653 12.20699
H 17.10991 16.02495 13.07070
H 16.25985 15.05864 12.27350
O 16.97490 16.08985 9.84912
H 16.12951 15.64151 9.82603
H 17.18118 16.26059 8.93014
O 20.66947 16.04898 9.62837
H 20.02392 15.68329 10.23315
H 21.06813 15.28483 9.21199

Force components x, y, z for each atom (eV/Å):
Na -1.3 -4.7 -5.1
O 1.7 4.4 7.7
H 0.0 0.6 0.1
H 0.3 0.3 0.6
O -0.3 5.2 -1.0
H 0.0 0.4 -0.1
H 0.7 2.1 -0.6
O 1.3 -2.3 3.0
H 0.1 -0.5 0.0
H 0.4 0.4 0.3
O -3.9 -1.8 2.2
H -0.4 0.0 0.3
H -0.7 -0.2 0.1
O -1.0 -0.1 -2.2
H -0.4 0.0 0.0
H 0.0 0.1 -0.5
O 2.5 -2.4 -3.6
H 0.4 -1.5 -0.7
H 0.6 0.0 -0.4

---

[3]
Molecular formula: H12O14SV2
Method: DFT, ωB97M-V/def2-TZVPD

Frontier orbital gap (spin up / spin down) in eV: 7.0 / 5.0
Spin multiplicity: 2
Total charge: +1
E in Ha: -3346.410521

Atoms and positions in Å:
O -0.97140 -1.79403 -3.07425
V -1.83796 -0.47685 -3.42430
O -2.80174 -0.39780 -2.21649
O -0.92959 -0.64945 0.06970
V 0.37552 0.14112 0.55392
O 1.44627 -0.96863 1.05440
S 1.19905 1.09893 -2.56681
O 1.52008 0.58791 -1.23222
O -0.19159 0.77376 -2.79965
O 1.43093 2.55792 -2.55105
O 2.06883 0.48578 -3.57540
O -4.24733 -0.78948 0.46263
H -3.97381 -0.56467 1.35194
H -3.70487 -1.54236 0.22781
O 1.45667 1.78355 1.54467
H 1.67977 1.95621 2.45935
H 1.91340 2.46630 1.05325
O -1.01183 -3.45867 0.13974
H -1.46999 -3.50599 0.97884
H -1.03565 -2.53094 -0.09472
O -0.67602 0.38083 2.66210
H -1.10008 1.12787 3.08440
H -1.06204 -0.38555 3.08622
O 4.42710 -0.95110 1.98997
H 5.10569 -0.34866 1.68530
H 4.26970 -1.53165 1.24538
O -0.54812 2.02820 -0.35300
H -1.34989 2.46683 -0.63758
H 0.01883 2.04052 -1.12414

Force components x, y, z for each atom (eV/Å):
O -2.1 2.5 -1.5
V 3.6 -2.6 3.1
O 0.0 0.4 -0.9
O 1.2 0.6 0.3
V 1.2 -3.1 1.0
O -2.5 2.2 -1.1
S 1.4 -0.2 0.8
O 0.1 -0.3 0.9
O -3.1 -0.3 -1.7
O 0.1 -1.0 -0.8
O 0.3 0.6 -0.3
O -0.2 0.2 -0.1
H 0.0 0.0 0.2
H 0.2 -0.2 -0.1
O -0.2 0.3 -0.2
H 0.0 -0.4 0.4
H 0.1 0.2 -0.4
O -0.1 -0.5 -0.1
H -0.1 -0.1 0.2
H 0.1 0.4 0.0
O 0.5 0.1 -0.5
H -0.1 0.5 -0.1
H 0.0 -0.5 0.0
O -0.1 0.2 0.2
H 0.3 0.1 0.0
H -0.1 -0.2 -0.2
O 0.3 0.4 0.5
H -0.5 -0.1 0.2
H -0.3 0.8 0.2

---

[4]
Molecular formula: H12O5S
Method: DFT, ωB97M-V/def2-TZVPD

Frontier orbital gap in eV: 10.0
Total charge: 0
Energy relative to the best compared isomer or geometry (same formula, charge and spin) in kcal/mol: 47.9
E in Ha: -781.509803
SMILES: O.O.O.O.O.S

Atoms and positions in Å:
O 0.39958 -1.33344 1.78121
H 0.98501 -0.92809 2.58487
H 0.36279 -2.22600 2.22525
O -2.37927 -1.79736 0.06798
H -2.42696 -0.81836 -0.11406
H -1.68315 -1.69070 0.71563
O 1.78148 1.10979 0.24017
H 2.21652 0.35978 0.47609
H 0.78320 0.95541 0.45007
O -0.59998 0.45956 -1.71561
H 0.01808 0.99157 -2.11123
H -1.43307 0.68982 -2.09851
O 2.14074 -1.08029 -1.95901
H 1.15732 -0.86010 -1.51929
H 2.42054 -0.21407 -2.13572
S -1.77232 2.50823 0.81438
H -1.59236 1.15926 1.10281
H -0.37814 2.71500 1.19498

Force components x, y, z for each atom (eV/Å):
O 2.3 -0.1 4.3
H -2.0 -0.7 -3.1
H -0.4 0.8 -1.2
O 0.0 2.2 -0.1
H -0.5 -1.4 -0.4
H 0.6 -0.8 0.6
O -4.7 3.4 -0.5
H 1.8 -3.6 1.0
H 2.8 0.1 -0.7
O -1.5 -2.3 1.9
H 2.4 2.2 -1.5
H -0.8 0.2 -0.4
O -4.7 -0.9 2.2
H 3.8 -1.1 -1.8
H 0.9 2.0 -0.4
S 2.6 -0.9 1.0
H -0.3 1.1 -0.2
H -2.2 -0.1 -0.7

---

[5]
Molecular formula: H12O5S2
Method: DFT, ωB97M-V/def2-TZVPD

Frontier orbital gap in eV: 10.0
Total charge: 0
Energy relative to the best compared isomer or geometry (same formula, charge and spin) in kcal/mol: 3.7
E in Ha: -1179.771407
SMILES: SS.O.O.O.O.O

Atoms and positions in Å:
S 2.52473 -2.82476 -0.73034
S 0.48251 -2.97029 -0.43406
H 2.61350 -1.52984 -0.40159
H 0.11818 -2.72639 -1.69256
O 0.65755 -0.02726 -2.06087
H 1.12812 0.52559 -2.69030
H 0.88871 0.33114 -1.18799
O -1.54204 2.46374 1.43185
H -1.15260 1.58339 1.36117
H -2.44730 2.30397 1.70665
O 1.42929 1.03671 0.48058
H 0.86268 0.59954 1.12544
H 1.79615 1.82210 0.88898
O -1.87494 0.42685 -0.78247
H -2.14392 1.34686 -0.84146
H -1.24271 0.29266 -1.50269
O -0.54890 -0.53059 1.88921
H -1.30089 -1.00116 2.25677
H -0.24811 -1.12227 1.18368

Force components x, y, z for each atom (eV/Å):
S -0.2 0.0 0.2
S 0.3 -0.2 0.1
H 0.1 0.1 -0.1
H -0.2 0.2 -0.2
O -0.1 -0.1 -0.1
H 0.0 0.0 0.0
H 0.1 0.2 0.0
O 0.1 0.2 0.0
H -0.1 -0.2 -0.1
H -0.1 0.0 0.1
O 0.1 -0.3 -0.4
H -0.1 0.2 0.3
H -0.1 0.1 0.1
O -0.1 -0.2 -0.1
H 0.1 0.1 0.0
H 0.1 0.0 0.0
O 0.3 -0.1 0.0
H -0.1 0.1 0.1
H -0.1 0.0 -0.2

---

[6]
Molecular formula: H12O6
Method: DFT, ωB97M-V/def2-TZVPD

Frontier orbital gap (spin up / spin down) in eV: 2.6 / 10.5
Spin multiplicity: 2
Total charge: -1
Energy relative to the best compared isomer or geometry (same formula, charge and spin) in kcal/mol: 23.6
E in Ha: -458.596730

Atoms and positions in Å:
O -2.07141 -1.29384 1.41320
H -2.99205 -1.10897 1.66348
H -1.76579 -1.68765 2.24541
O 0.34098 -1.58832 -0.47783
H -0.55059 -1.34125 -0.16665
H 0.12568 -2.27778 -1.13294
O -2.23208 1.37271 -2.03343
H -1.41737 0.92062 -1.75123
H -1.98396 2.30145 -2.00698
O 0.42543 0.77376 -2.60227
H 0.73378 0.14789 -1.92277
H 0.33634 0.19800 -3.37410
O 2.47638 1.86991 1.23406
H 3.38581 1.54101 1.25045
H 2.31667 2.19419 2.12747
O 0.93856 -0.91469 2.17742
H 1.32201 -1.09325 1.30738
H 0.61163 -0.01380 2.04932

Force components x, y, z for each atom (eV/Å):
O -0.6 -0.1 0.7
H 0.1 0.2 -0.6
H 0.7 0.0 -0.3
O -0.3 0.1 -0.3
H 0.1 0.0 0.3
H 0.3 -0.1 -0.1
O -0.2 0.0 0.3
H -0.1 0.1 -0.4
H 0.1 0.0 0.0
O 0.4 -0.2 0.1
H 0.0 0.0 0.1
H -0.1 0.0 0.0
O 0.2 0.1 0.0
H -0.2 0.0 0.0
H 0.0 -0.1 0.0
O 0.2 0.4 0.3
H -0.2 -0.3 -0.1
H 0.0 -0.1 0.1

---

[7]
Molecular formula: H12O6
Method: DFT, ωB97M-V/def2-TZVPD

Frontier orbital gap in eV: 11.7
Total charge: 0
Energy relative to the best compared isomer or geometry (same formula, charge and spin) in kcal/mol: 40.3
E in Ha: -458.608186
SMILES: O.O.O.O.O.O

Atoms and positions in Å:
O -14.84526 -19.73895 10.83962
H -14.99097 -19.47240 11.74735
H -13.90766 -19.60766 10.69850
O -19.44004 -20.51086 13.88497
H -18.80999 -19.80224 13.75405
H -20.07486 -20.40141 13.17697
O -15.78175 -17.57164 14.72212
H -16.16768 -17.06382 15.43584
H -14.90664 -17.79976 15.03575
O -20.25979 -16.88067 19.99809
H -20.82744 -17.29878 19.35064
H -19.45728 -16.67700 19.51775
O -17.82483 -14.59823 16.86108
H -18.45176 -14.49795 16.14474
H -17.14156 -13.95454 16.67387
O -11.29755 -20.33688 16.06762
H -11.89090 -21.08485 16.13620
H -10.67613 -20.58546 15.38332

Force components x, y, z for each atom (eV/Å):
O -0.1 -0.1 -0.2
H -0.1 0.1 0.3
H 0.2 0.0 -0.1
O 0.0 -0.1 0.2
H 0.2 0.2 0.0
H -0.2 0.0 -0.2
O -0.1 -0.1 -0.3
H -0.2 0.2 0.2
H 0.2 -0.1 0.1
O -0.1 0.0 0.2
H -0.2 -0.1 -0.1
H 0.2 0.1 -0.1
O 0.0 -0.3 0.1
H -0.2 0.0 -0.2
H 0.2 0.2 0.0
O 0.0 0.2 0.1
H -0.2 -0.2 0.1
H 0.2 0.0 -0.2

---

[8]
Molecular formula: H12O6
Method: DFT, ωB97M-V/def2-TZVPD

Frontier orbital gap in eV: 11.5
Total charge: 0
Energy relative to the best compared isomer or geometry (same formula, charge and spin) in kcal/mol: 28.5
E in Ha: -458.627116
SMILES: O.O.O.O.O.O

Atoms and positions in Å:
O 0.23878 2.62966 -0.39138
H 0.28439 3.50233 -0.82987
H -0.20472 2.10005 -1.05662
O -0.00837 -0.52898 0.42076
H 0.38287 0.19023 0.87515
H -0.28984 -1.14921 1.12970
O 2.54809 3.14843 1.20447
H 2.87460 3.92396 0.82901
H 1.97282 2.67624 0.66769
O -0.80356 -2.49581 2.13266
H -1.14525 -2.16245 2.94968
H -1.47076 -3.08613 1.77480
O 0.01841 0.06029 -2.16966
H -0.14128 -0.66963 -2.75567
H -0.13850 -0.21272 -1.22991
O -1.63754 -2.86394 -0.96699
H -0.75222 -2.55266 -0.74612
H -1.72791 -2.50964 -1.83769

Force components x, y, z for each atom (eV/Å):
O 0.0 0.9 -0.4
H 0.1 -0.5 0.5
H 0.0 -0.6 -0.3
O -0.6 -1.2 0.1
H 0.7 1.3 0.5
H -0.1 0.0 -0.5
O 1.3 -0.7 3.4
H 0.5 1.6 -1.3
H -1.7 -0.8 -2.0
O 0.5 -0.2 -0.5
H -0.4 0.2 0.8
H -0.2 0.0 -0.1
O -0.1 0.7 0.7
H -0.1 -0.4 -0.1
H 0.2 -0.2 -0.8
O 0.5 -0.2 0.7
H 0.1 -0.1 0.4
H -0.5 0.3 -1.0

---

[9]
Molecular formula: H12O6
Method: DFT, ωB97M-V/def2-TZVPD

Frontier orbital gap in eV: 8.8
Total charge: 0
Energy relative to the best compared isomer or geometry (same formula, charge and spin) in kcal/mol: 125.0
E in Ha: -458.473254

Atoms and positions in Å:
O -0.22665 0.66314 -0.38638
H -0.96810 0.08637 -0.20247
H 0.54222 0.09872 -0.30584
O 2.34635 -0.56946 0.90238
H 2.89731 -1.19672 1.37059
H 1.56772 -1.06965 0.65788
O -1.39180 2.04726 -1.92647
H -0.52299 2.22914 -1.56826
H -1.89771 2.83877 -1.74260
O 0.76676 -1.75708 0.14136
H 0.77194 -2.71383 0.11231
H -0.15207 -1.51824 0.01916
O 0.57531 1.68130 1.54184
H 1.32227 1.33616 1.05282
H -0.16162 1.61195 0.93490
O -1.50234 -1.04267 -0.26581
H -2.33482 -1.00868 -0.73704
H -1.63176 -1.71640 0.40171

Force components x, y, z for each atom (eV/Å):
O 2.2 1.8 -1.6
H 0.5 1.8 0.0
H 0.3 0.5 -0.2
O 3.9 2.8 1.5
H 0.3 0.2 0.2
H 1.0 0.5 0.9
O -0.9 0.6 -0.7
H 0.2 -0.3 0.2
H -0.2 0.3 -0.1
O -3.7 -4.5 -2.0
H 0.5 -0.4 0.0
H 0.5 0.0 -0.6
O 0.4 1.3 2.1
H 0.2 -0.2 0.2
H 0.3 0.0 -0.1
O -4.3 -4.2 0.1
H -0.4 0.1 -0.6
H -0.8 -0.3 0.7

---

[10]
Molecular formula: H12O6
Method: DFT, ωB97M-V/def2-TZVPD

Frontier orbital gap in eV: 11.1
Total charge: 0
Energy relative to the best compared isomer or geometry (same formula, charge and spin) in kcal/mol: 59.3
E in Ha: -458.578051
SMILES: O.O.O.O.O.O

Atoms and positions in Å:
O -0.06317 -1.06001 0.92808
H 0.78627 -0.76890 0.58884
H -0.25603 -0.24840 1.53199
O 4.63366 0.32965 0.27748
H 4.52208 -0.61944 0.63471
H 4.19224 0.78452 1.01302
O 0.88459 -2.30120 -0.78802
H 0.56297 -2.50929 0.04838
H 1.22955 -3.15354 -1.15049
O 2.38017 1.89280 -0.52883
H 1.99130 2.47647 0.13184
H 2.14070 2.23432 -1.34611
O -3.95263 -2.32971 0.07533
H -4.72058 -2.67513 -0.38845
H -3.50337 -1.84142 -0.60234
O -3.81782 3.52553 0.00906
H -4.40466 2.98202 -0.45305
H -3.05880 2.88240 0.20688

Force components x, y, z for each atom (eV/Å):
O -0.8 3.4 2.7
H 0.3 -0.1 -0.6
H 0.0 -2.4 -1.3
O -0.4 -2.5 1.8
H 0.5 1.9 -1.2
H 0.1 0.4 -0.6
O 1.9 -1.3 -3.4
H -1.1 -0.8 2.2
H -0.4 1.2 0.4
O 0.5 -0.9 2.7
H 0.0 0.0 -0.2
H -0.7 1.0 -2.4
O -0.5 -0.3 0.3
H -0.1 -0.1 0.1
H 0.6 0.4 -0.4
O 3.2 -0.4 1.5
H -1.7 -1.2 -1.2
H -1.6 1.6 -0.3

---

[11]
Molecular formula: H12O6
Method: DFT, ωB97M-V/def2-TZVPD

Frontier orbital gap in eV: 10.9
Total charge: 0
Energy relative to the best compared isomer or geometry (same formula, charge and spin) in kcal/mol: 23.6
E in Ha: -458.634826
SMILES: O.O.O.O.O.O

Atoms and positions in Å:
O -2.06488 1.65709 0.66342
H -3.02577 1.68704 0.61594
H -1.85706 1.60124 1.60551
O 0.91823 -3.22178 -2.16779
H 0.36336 -2.79465 -2.82743
H 0.42921 -4.00220 -1.88776
O -1.15771 3.90312 -1.00161
H -0.38167 4.35713 -0.66221
H -1.15871 3.04248 -0.56122
O 2.64794 -1.85789 -0.31309
H 2.22436 -2.42951 -0.97120
H 1.91917 -1.48083 0.18954
O 0.00770 -0.23362 0.07612
H -0.78220 0.32322 0.14241
H -0.03063 -0.64696 -0.79076
O 0.32607 0.06044 2.84784
H 1.23535 0.13885 3.14856
H 0.38722 -0.10319 1.89373

Force components x, y, z for each atom (eV/Å):
O 0.1 -0.2 0.2
H 0.0 0.0 -0.1
H 0.1 0.0 0.0
O -0.2 0.0 0.0
H 0.1 0.0 -0.1
H 0.0 0.0 0.0
O 0.1 -0.1 -0.1
H 0.0 0.0 0.0
H -0.1 0.2 0.1
O 0.1 -0.1 0.0
H 0.0 0.2 0.1
H 0.0 0.0 0.0
O 0.0 0.0 -0.1
H -0.1 0.1 -0.1
H 0.1 0.0 0.0
O -0.1 0.1 -0.1
H 0.0 0.0 0.0
H 0.1 -0.1 0.1

---

[12]
Molecular formula: H12O6
Method: DFT, ωB97M-V/def2-TZVPD

Frontier orbital gap in eV: 11.3
Total charge: 0
Energy relative to the best compared isomer or geometry (same formula, charge and spin) in kcal/mol: 26.0
E in Ha: -458.631114
SMILES: O.O.O.O.O.O

Atoms and positions in Å:
O 29.36100 13.74633 3.33421
H 29.02495 14.53675 3.71986
H 29.47398 13.14376 4.04247
O 26.50039 11.78855 5.85608
H 26.48960 12.52896 5.17544
H 26.68901 11.01011 5.39026
O 28.91593 13.06699 8.83346
H 29.06777 12.58281 9.62539
H 28.18393 12.58805 8.43395
O 29.71273 9.78310 4.11123
H 29.73573 10.62701 4.54784
H 29.53097 10.00359 3.20585
O 26.33987 11.91292 8.56780
H 25.82856 11.22423 8.94012
H 26.14619 11.87000 7.57241
O 29.32491 12.02313 5.73421
H 28.42472 11.87331 5.97928
H 29.79710 12.38240 6.47621

Force components x, y, z for each atom (eV/Å):
O 0.1 0.1 -1.8
H -0.3 0.9 0.4
H 0.2 -1.0 1.4
O -0.3 3.2 -0.5
H -0.1 -1.4 1.2
H 0.3 -2.0 -1.2
O 0.3 0.5 -1.2
H 0.3 -0.5 1.1
H -0.5 0.0 0.2
O -0.1 -0.8 0.0
H 0.1 0.7 0.7
H 0.0 0.0 -0.7
O 0.3 0.9 -2.5
H -0.8 -1.1 0.7
H 0.4 0.1 1.9
O 1.0 0.0 -1.2
H -1.0 0.0 0.6
H 0.2 0.2 0.8